This record from the Open Molecules 2025 dataset describes a structure of composition C18H50N4O18SZn at a distorted geometry. The level of theory is ωB97M-V with the def2-TZVPD basis set.

Properties
Largest force on an atom   5.908 eV/A
HOMO   -0.3186 Eh
Gap between HOMO and LUMO   3.62 eV
M   708.07 g mol⁻¹

The geometry in XYZ format:
```
92
Properties=species:S:1:pos:R:3:mulliken_charge:R:1
Zn 0.70109 -4.89021 -0.15875 1.13
S 0.98308 -0.39212 -0.01517 0.94
O -0.29799 6.31556 2.02348 -0.67
O 2.08222 -4.78660 -2.50067 -0.42
O 3.21836 -5.72221 -0.22888 -0.48
O -2.29344 -4.40735 -1.57497 -0.63
O -0.38049 -0.12584 -0.41729 -0.54
O 3.38654 1.37203 4.75578 -0.46
O -4.18995 2.82545 -1.20189 -0.53
O 5.28984 -0.62273 -2.53151 -0.47
O 1.29023 0.33336 1.20543 -0.52
O 1.17370 0.46693 -4.89617 -0.45
O 0.40405 1.78419 4.62291 -0.45
O 1.84274 -0.00982 -1.10024 -0.59
O -6.20768 4.88915 -1.68002 -0.55
O 1.25635 2.94460 -3.46583 -0.40
O -0.34520 -5.02011 2.96711 -0.63
O -5.49591 -0.14764 3.46047 -0.69
O 5.36815 1.35259 -0.24703 -0.43
O 1.20807 -1.83574 0.24310 -0.57
N -0.18511 -3.17876 4.18123 -0.28
N -2.94793 -2.66035 -2.67946 -0.30
N -3.66428 -0.04770 2.18656 -0.21
N 0.49668 4.94523 0.54124 -0.27
C -5.91831 4.29038 -0.40487 -0.53
C 1.12145 2.90865 -4.89439 -0.17
C 0.10439 6.10330 0.89193 0.78
C 6.39420 1.04050 -1.10293 -0.32
C -0.60991 -4.43184 4.03754 0.68
C 4.09084 -5.11934 -1.11419 -0.35
C 0.08423 7.26963 -0.15039 -1.05
C -1.25804 -5.17701 5.19699 -1.07
C 0.33279 1.54410 -5.28091 -0.38
C -4.95073 -0.24590 2.32791 0.72
C -3.71693 -4.79708 -3.39117 -1.05
C -2.93963 -3.93489 -2.43728 0.70
C 3.50911 -4.96235 -2.55037 -0.43
C 6.39247 -0.46494 -1.68404 -0.45
C 1.36245 2.54312 5.33959 -0.49
C -4.41976 3.87923 -0.32640 -0.16
C 2.61370 1.66182 5.78298 -0.28
C -5.70150 -0.78333 1.13472 -0.72
H -0.09065 8.26867 0.24890 0.29
H 0.30066 -2.73214 3.41660 0.16
H 7.31787 -0.75198 -2.18337 0.39
H 1.00680 7.24855 -0.73049 0.32
H 3.65070 -5.93575 -3.01999 0.30
H -6.09862 0.07007 0.58511 0.17
H 7.27275 1.08147 -0.45906 0.29
H 4.49352 -0.39903 -2.04425 0.29
H -4.18318 3.57602 0.69350 0.31
H -6.52138 -1.39972 1.50346 0.28
H -3.34929 2.38986 -1.04323 0.27
H -2.47545 -2.02443 -2.05298 0.18
H 4.06274 -4.28364 -3.19917 0.39
H 1.71490 3.36395 4.71500 0.27
H -0.10765 -2.70659 5.07070 0.18
H -6.03660 4.22281 -2.34958 0.31
H -0.61072 1.39981 -4.75452 0.22
H -6.29302 4.82799 0.46614 0.38
H 2.89034 1.01546 4.01534 0.28
H -3.69499 4.67859 -0.48085 0.24
H 2.15746 2.95491 -5.22999 0.22
H 1.23463 0.47690 -3.93816 0.26
H 3.53717 -6.57472 0.07639 0.27
H -0.58807 -5.66582 5.90431 0.29
H 3.12446 2.30496 6.49965 0.31
H 0.63759 3.84090 -5.18576 0.29
H 2.20237 0.75585 6.22810 0.21
H 1.47522 2.02528 -3.29695 0.14
H -1.97544 -4.62479 5.80401 0.37
H 0.89516 3.00564 6.20896 0.37
H -5.03674 -1.33645 0.47120 0.19
H -3.18859 0.29123 3.01055 0.16
H 0.72148 4.69449 -0.41097 0.15
H 4.18339 -4.10416 -0.72826 0.21
H -3.03086 -5.03791 -4.20322 0.26
H 0.22519 1.41285 -6.35762 0.29
H 0.83232 1.44075 3.83536 0.26
H 4.99516 -5.71185 -1.25299 0.38
H -4.63725 -4.30701 -3.70890 0.36
H 1.80761 -4.59646 -3.40069 0.24
H 4.56445 0.90231 -0.51702 0.25
H 6.39836 1.78681 -1.89735 0.23
H -4.04410 -5.70450 -2.88357 0.29
H -0.69984 7.10420 -0.88929 0.28
H 0.28854 4.23335 1.22682 0.18
H -6.58714 3.42972 -0.41094 0.25
H 6.34477 -1.17787 -0.86089 0.21
H -3.36934 -2.20753 -3.47787 0.19
H -3.06057 -0.26283 1.40595 0.10
H -1.84004 -5.96419 4.71771 0.29
```